Below is a structure of composition C41H30F5InN3SSb in a non-equilibrium geometry, with properties calculated with ωB97M-V/def2-TZVPD.

Output
Frontier orbital gap   0.268 Eh
HOMO level   -13.305 eV
Molecular weight   928.3 u
Energy relative to the best compared isomer or geometry (same formula, charge and spin)   76.7 kJ/mol

Structure (ORCA input):
```
! wB97M-V def2-TZVPD RIJCOSX def2/J DEFGRID3
* xyz 2 1
In 0.61550 -0.70237 -1.16098
C 3.87420 -1.65687 -0.43658
C 3.91730 -0.35237 -1.15188
C 5.12550 0.15763 -1.63088
C 5.13700 1.36853 -2.29388
C 3.94770 2.07163 -2.43678
C 2.78300 1.51453 -1.92738
N 2.78080 0.31723 -1.32398
C 1.48560 2.20363 -2.02528
C 1.38550 3.59203 -2.09498
C 0.12500 4.16293 -2.16198
C -0.99170 3.34393 -2.21018
C -0.81470 1.96133 -2.13978
N 0.40100 1.43053 -2.01648
C -1.94920 1.01893 -2.16548
C -3.13720 1.33033 -2.81448
C -4.18660 0.42313 -2.75648
C -4.02100 -0.74487 -2.03978
C -2.78530 -1.01407 -1.44808
C -2.59430 -2.29277 -0.69898
N -1.77840 -0.14907 -1.52518
H 4.76280 -1.77317 0.18122
H 3.86090 -2.47647 -1.16068
H 2.97980 -1.74177 0.18432
H 6.03370 -0.40887 -1.50008
H 6.05270 1.76703 -2.69888
H 3.92460 3.01293 -2.96038
H 2.26720 4.21153 -2.05588
H 0.01490 5.23633 -2.18028
H -1.97810 3.77833 -2.25988
H -3.24450 2.24053 -3.38148
H -5.11410 0.62543 -3.26768
H -4.82300 -1.46217 -1.95698
H -3.32660 -2.35847 0.10542
H -1.59340 -2.35847 -0.26828
H -2.75520 -3.13847 -1.36998
C 0.98900 -1.08297 5.98412
C 0.26640 0.06653 5.70812
C 0.00300 0.41813 4.39702
C 0.46550 -0.38607 3.36562
C 1.19090 -1.53637 3.63012
C 1.45210 -1.87897 4.95042
Sb -0.05220 0.33943 1.40942
C 0.93830 2.23993 1.39612
C 2.28200 2.21853 1.74922
C 2.99950 3.39943 1.80752
C 2.38120 4.59703 1.48692
C 1.04890 4.61443 1.11052
C 0.32110 3.43543 1.06552
C -2.19330 0.52123 1.55542
C -2.95020 1.54283 1.00162
C -4.33420 1.50223 1.09212
C -4.96670 0.43793 1.71362
C -4.20970 -0.58707 2.25812
C -2.82770 -0.54257 2.18222
H 1.19310 -1.35987 7.00662
H -0.08830 0.68773 6.51512
H -0.56340 1.31543 4.18442
H 1.55170 -2.17437 2.83032
H 2.02060 -2.76907 5.17452
H 2.76330 1.28203 2.01522
H 4.03140 3.38933 2.12102
H 2.93480 5.51923 1.54462
H 0.56810 5.55073 0.87102
H -0.72470 3.46443 0.79042
H -2.47820 2.37893 0.50262
H -4.92420 2.30743 0.67962
H -6.04450 0.40643 1.77062
H -4.69750 -1.42347 2.73482
H -2.23890 -1.33567 2.62932
F -0.79190 -7.55077 -1.35078
C -0.50210 -6.32387 -1.75228
C -0.98040 -5.84177 -2.97648
F -1.74220 -6.61447 -3.73448
C -0.67280 -4.54927 -3.39278
F -1.12450 -4.11367 -4.56528
C 0.08870 -3.68497 -2.59548
S 0.52360 -2.10577 -3.21238
C 0.51700 -4.18577 -1.36958
F 1.21790 -3.36567 -0.52738
C 0.25490 -5.47927 -0.94328
F 0.72350 -5.88137 0.23522
*
```

Which charges does Mulliken predict for the atoms? In e, they are:
1 In 0.91
2 C -0.98
3 C 0.77
4 C -0.95
5 C -0.76
6 C -0.98
7 C 0.42
8 N 0.38
9 C 0.99
10 C -0.74
11 C -1.37
12 C -0.73
13 C 1.29
14 N -0.08
15 C 0.12
16 C -1.04
17 C -0.88
18 C -0.96
19 C 0.67
20 C -1.22
21 N 0.67
22 H 0.55
23 H 0.29
24 H -0.22
25 H 0.57
26 H 0.49
27 H 0.56
28 H 0.42
29 H 0.49
30 H 0.44
31 H 0.60
32 H 0.51
33 H 0.62
34 H 0.34
35 H -0.13
36 H 0.51
37 C -0.61
38 C -0.69
39 C -0.55
40 C 0.74
41 C -0.53
42 C -0.53
43 Sb 1.27
44 C 0.68
45 C -0.88
46 C -0.70
47 C -0.70
48 C -0.78
49 C -0.32
50 C 0.82
51 C -0.17
52 C -0.90
53 C -0.64
54 C -0.64
55 C -0.94
56 H 0.41
57 H 0.44
58 H 0.40
59 H 0.31
60 H 0.44
61 H 0.51
62 H 0.49
63 H 0.45
64 H 0.54
65 H 0.42
66 H 0.27
67 H 0.50
68 H 0.44
69 H 0.48
70 H 0.51
71 F -0.27
72 C 0.65
73 C 0.29
74 F -0.27
75 C 0.16
76 F -0.35
77 C 0.56
78 S -0.19
79 C -0.13
80 F -0.17
81 C -0.08
82 F -0.29